Molecular formula: C26H32BrCl4N4O2SbSe4Si2Zr
Method: DFT, wB97M-V/def2-TZVPD

Energy relative to the best compared isomer or geometry (same formula, charge and spin), eV: 0.169
HOMO energy, eV: -1.7388
Charge: -2
Largest force on an atom, eV/Å: 1.56
Calculated total energy, eV: -442637.55576
Molar mass, g mol⁻¹: 1239.28

Geometry as XYZ:
```
77
C26H32BrCl4N4O2SbSe4Si2Zr, DFT wB97M-V/def2-TZVPD
Zr -0.366 0.492 0.312
Se 5.267 -3.485 -0.008
Sb 3.172 -3.641 -1.156
Se 1.620 -1.094 -0.444
Se 0.901 0.200 -2.233
Se 1.755 -5.174 0.067
Cl -1.505 5.317 -4.414
C -1.699 3.961 -3.356
C -2.668 3.002 -3.624
Cl -3.676 3.151 -5.025
C -2.833 1.913 -2.760
Cl -4.023 0.694 -3.058
C -2.036 1.785 -1.638
O -2.129 0.803 -0.746
C -1.018 2.749 -1.379
O -0.281 2.519 -0.312
C -0.877 3.832 -2.231
Cl 0.350 4.997 -1.869
C 0.465 -2.570 3.691
Si 1.590 -1.052 3.575
C 1.936 -0.652 5.400
C 3.180 -1.587 2.768
C 0.811 0.415 2.686
C -0.538 0.720 3.019
C -1.342 0.189 4.082
C -2.633 0.602 4.231
C -3.208 1.532 3.333
C -2.426 1.957 2.298
N -1.156 1.551 2.119
Si 1.995 1.866 2.368
C 1.082 3.512 2.519
C 3.313 1.982 3.715
C 2.903 1.876 0.733
H 0.350 -2.867 4.737
H 0.919 -3.409 3.157
H -0.531 -2.416 3.283
H 2.272 -1.570 5.891
H 1.034 -0.319 5.918
H 2.704 0.105 5.546
H 3.715 -2.267 3.437
H 3.859 -0.778 2.503
H 2.989 -2.154 1.855
H -0.911 -0.517 4.777
H -3.225 0.211 5.051
H -4.227 1.875 3.437
H -2.796 2.632 1.533
H 0.304 3.480 3.285
H 0.623 3.799 1.574
H 1.801 4.287 2.806
H 2.855 2.211 4.679
H 3.969 2.816 3.452
H 3.937 1.097 3.820
H 2.261 1.914 -0.152
H 3.569 1.017 0.623
H 3.511 2.789 0.722
Br -4.450 -5.107 0.545
C -3.234 -3.672 0.759
C -3.720 -2.393 0.970
C -2.782 -1.399 1.126
N -1.458 -1.563 1.016
C -1.025 -2.814 0.776
C -1.879 -3.902 0.683
H -4.775 -2.169 1.004
H -3.123 -0.386 1.303
H 0.038 -2.967 0.636
H -1.456 -4.878 0.495
C 0.577 -3.064 -3.877
N -0.763 -2.506 -4.040
C -0.933 -1.494 -5.068
C -1.498 -2.396 -2.945
N -2.166 -2.382 -2.004
H 1.307 -2.263 -3.741
H 0.829 -3.659 -4.757
H 0.593 -3.714 -3.001
H -0.933 -1.966 -6.053
H -0.122 -0.760 -5.011
H -1.878 -0.973 -4.920
```